Molecular formula: C37H86F2N8O9S2
Method: DFT, wB97M-V/def2-TZVPD

The net charge is +6. For the electronic energy, the calculation gives -97149.1957 eV. The HOMO energy is -0.692 hartree.

CARTESIAN COORDINATES (ANGSTROEM)
S  1.1933  2.3419  2.8151
S  2.3856  1.2478  1.0067
F  3.5912  0.1788  0.8992
F  1.4699  3.1556  4.1988
O  2.6619  2.2652  0.0156
O  0.6963  3.3550  1.9232
O  1.5265  -2.8867  -3.4036
O  0.3265  1.2382  3.2009
O  -2.3292  7.4843  3.6537
O  3.6743  5.5593  -4.8377
O  1.2713  0.3621  0.8196
O  7.9820  4.3133  2.8635
O  -6.1415  1.6417  -3.6212
N  -5.9805  1.8833  -2.1988
N  2.3687  7.0130  -6.2232
N  2.8756  -1.8755  -5.1749
N  6.6446  2.5223  3.6831
N  2.8359  -3.4290  4.8456
N  -3.2090  -7.3262  -2.3809
N  -0.3690  8.8501  4.1271
N  2.6468  1.8690  2.5612
C  -8.4241  2.0880  -1.6389
C  -3.2536  -6.4603  -3.6600
C  1.8164  6.7201  -3.7376
C  4.2636  -5.1498  1.5798
C  3.2562  -3.8723  7.1884
C  2.9425  -2.3735  7.0766
C  -3.7634  0.6338  -2.1617
C  -7.0194  2.7816  -1.5328
C  3.1199  -2.0987  5.6020
C  -4.2506  -8.6562  -4.1719
C  3.4671  -4.4447  5.7884
C  1.3298  -3.7091  4.8670
C  -2.4185  -5.4982  -0.7860
C  2.4009  -3.0261  -4.2754
C  -1.4342  8.2374  3.1944
C  -3.7454  3.0976  -2.3440
C  -1.3745  8.7022  1.7187
C  7.4991  3.1782  2.6489
C  -4.4561  1.8825  -0.1631
C  -6.7163  2.9655  0.0938
C  2.9414  -0.5798  -4.3906
C  2.8280  6.1577  -7.4321
C  7.8040  2.3541  1.4541
C  -4.2902  -8.3930  -2.6838
C  -5.2661  3.1145  0.3997
C  3.4652  -3.4920  3.4596
C  -0.2423  8.2397  5.5425
C  -3.5453  -6.5483  -1.0736
C  3.2489  -4.2901  -4.4227
C  2.7374  6.3797  -4.8961
C  6.3672  3.3044  4.9981
C  -1.9106  -8.0743  -2.2132
C  -2.8380  -4.5171  0.3740
C  -7.0021  4.0933  -2.2769
C  -4.5169  1.8813  -1.7583
C  3.6354  -4.9626  2.9912
C  -3.9872  -7.2819  -4.7415
H  -4.0859  4.0796  -2.0158
H  3.1103  -4.7555  -5.3985
H  4.2061  -3.9793  7.7122
H  3.4464  -0.7112  -3.4337
H  -4.8649  0.9331  0.1826
H  1.1515  -4.7281  4.5236
H  0.9491  -2.9790  4.1527
H  8.5186  1.5845  1.7461
H  8.2585  3.0289  0.7287
H  2.7746  -2.9382  2.8235
H  -3.4515  1.8824  0.2598
H  -2.2544  -6.1248  -3.9376
H  3.5298  0.1555  -4.9396
H  1.3729  7.1798  -6.2500
H  -3.6990  -0.1787  -1.4380
H  1.8825  -2.2294  7.2860
H  7.1905  1.7063  3.9202
H  -2.7240  0.6874  -2.4854
H  -5.1913  2.8969  1.4651
H  -6.8664  3.9224  -3.3448
H  4.5389  -4.4819  5.5932
H  -7.2639  3.8078  0.5165
H  0.7869  6.4828  -4.0059
H  4.4147  -2.9574  3.4851
H  -4.9671  -6.8141  -4.8364
H  -3.8541  -4.2428  0.0904
H  -2.2116  -5.0061  -1.7364
H  -4.8423  4.1091  0.2609
H  2.0062  7.7398  -3.4024
H  2.2303  -1.8762  -5.9519
H  5.3975  3.7855  4.8705
H  -7.8599  4.7280  -2.0545
H  2.3665  -1.4638  5.1357
H  4.1638  -6.1724  1.2160
H  2.6858  6.7526  -8.3343
H  3.8917  5.9214  -7.4610
H  5.2974  -4.8387  1.4297
H  2.7415  -5.5855  3.0235
H  2.4829  -4.4157  7.7313
H  -1.0646  8.5544  6.1851
H  6.8901  2.0305  0.9560
H  -8.3624  1.2560  -0.9374
H  2.7768  7.9359  -6.2668
H  -5.1761  -9.0349  -4.6057
H  -6.1404  4.6945  -1.9867
H  -1.7069  -8.7110  -3.0741
H  -4.1053  -9.3308  -2.1598
H  -0.2570  7.1639  5.3678
H  5.7442  2.1607  3.4025
H  -1.9240  -8.6158  -1.2673
H  3.7220  -2.1694  -5.6412
H  -3.6948  -7.2977  -0.2964
H  -7.0911  2.0912  0.6261
H  -3.5326  -7.1682  -5.7256
H  3.0282  -5.0207  -3.6444
H  -1.4966  -5.9879  -0.4724
H  -9.2271  2.6653  -1.1807
H  -5.3088  -8.1068  -2.4216
H  0.7106  8.5233  5.9892
H  7.1700  4.0330  5.1112
H  -4.4704  -5.9886  -1.2118
H  3.5775  -1.7371  7.6930
H  4.2589  -3.9326  -4.2219
H  4.3198  -5.5160  3.6341
H  -1.0776  -7.3721  -2.2473
H  0.5112  8.8542  3.6319
H  -1.9723  9.5787  1.4689
H  -2.6979  3.1370  -2.0451
H  6.4113  2.5830  5.8141
H  -4.1849  0.1066  -3.0175
H  2.9915  -5.4192  5.6780
H  4.0736  -1.7017  5.2544
H  3.7118  -4.5228  0.8794
H  0.8177  -3.7684  5.8274
H  -3.7073  3.0743  -3.4331
H  -3.5769  -9.5063  -4.2791
H  -3.8298  -5.5697  -3.4094
H  -2.9629  -5.0054  1.3405
H  -0.6372  9.8112  4.2832
H  -1.7330  7.9854  0.9799
H  -0.3760  9.1017  1.5409
H  2.2033  5.2776  -7.2799
H  -8.5751  1.5892  -2.5962
H  -2.1041  -3.7141  0.3059
H  1.9090  -0.2652  -4.2382
H  2.1175  6.2032  -2.8265

Atoms 1-2, force components in eV/Å:
S -3.453 0.490 3.488
S 1.336 0.072 -0.882